{"formula": "C3H8NOS", "method": "ωB97M-V/def2-TZVPD", "symbols": ["N", "C", "C", "O", "C", "S", "H", "H", "H", "H", "H", "H", "H", "H"], "xyz": [[0.876, 0.113, 1.218], [0.429, -0.313, -0.119], [1.598, -0.075, -1.137], [2.807, -0.171, -0.595], [-0.852, 0.397, -0.533], [-2.304, 0.087, 0.617], [1.882, 0.241, 1.016], [0.776, -0.704, 1.806], [0.131, -1.383, -0.088], [1.325, 0.981, -1.485], [1.406, -0.752, -2.002], [-1.329, -0.021, -1.422], [-0.803, 1.472, -0.670], [-2.543, -1.168, 0.160]], "spin_multiplicity": 1, "e_tot_ev": -17613.167, "smiles": "N[C@H](C[O-])CS", "e_homo_ha": -0.1027, "de_lowest_ev": 1.840, "charge": -1}